Entry 1:
A 15-piece molecular cluster, C20H70O20 overall, computed with wB97M-V/def2-TZVPD.

Calculated values
Orbital gap in eV: 9.19
Net charge: 0
LUMO in eV: 0.006
Energy above the lowest of the compared OMol25 structures with the same formula, charge and spin in kJ/mol: 375.3

Last column: Mulliken charge in e.
Atoms and positions in Å:
O: 1.40 5.16 2.33  -0.49
O: 3.88 -3.93 -5.01  -0.46
O: 0.37 -0.24 1.63  -0.24
O: 0.38 -4.34 4.44  -0.59
O: 0.06 0.61 -1.27  -0.29
O: 3.68 2.10 -0.30  -0.63
O: 2.36 -3.95 0.87  -0.52
O: 5.01 -4.18 -1.84  -0.54
O: -0.41 1.33 4.25  -0.38
O: -0.21 -5.29 -3.24  -0.48
O: -0.46 6.05 0.56  -0.51
O: -2.89 1.50 3.25  -0.59
O: 3.86 -1.76 -0.94  -0.20
O: 4.10 2.76 2.58  -0.55
O: -5.91 4.18 1.42  -0.54
O: -1.70 -4.02 -0.78  -0.28
O: -3.37 -3.55 1.57  -0.43
O: -4.59 1.58 -3.14  -0.57
O: 3.61 0.53 -2.35  -0.53
O: -2.08 4.61 -1.25  -0.53
C: 1.12 -4.64 0.66  -0.01
C: 2.78 -3.15 -5.42  -0.52
C: -5.24 4.03 0.14  -0.12
C: 3.57 1.57 2.03  -0.48
C: -0.51 -3.39 3.70  -0.37
C: 2.61 1.06 -3.19  -0.74
C: -0.83 -0.22 0.90  0.16
C: 1.53 6.52 1.78  -0.35
C: 5.60 -2.93 -2.25  -0.22
C: -1.51 -4.83 -3.16  -0.77
C: -0.43 1.51 5.64  -0.77
C: -3.89 1.10 2.29  -0.17
C: 5.30 -2.04 -0.99  -0.63
C: -3.83 0.58 -2.51  -0.36
C: 2.83 1.95 0.80  0.70
C: -4.42 -2.95 0.85  -0.72
C: 0.81 6.61 0.44  -0.42
C: -1.76 -3.61 -2.20  0.04
C: -0.48 -0.53 -0.60  -0.07
C: -1.87 3.31 -1.50  0.48
H: 4.21 2.58 3.52  0.31
H: -0.04 -5.78 -2.43  0.31
H: 0.87 0.81 -0.80  0.02
H: -0.97 -2.91 -2.49  0.10
H: -2.77 2.45 3.31  0.26
H: -1.51 -0.99 1.27  0.32
H: -1.77 -4.41 -4.13  0.34
H: -4.52 -0.22 -2.23  0.27
H: -1.23 -3.91 3.07  0.19
H: 1.99 5.02 3.08  0.22
H: 2.29 2.06 -2.91  0.25
H: -0.19 5.39 1.21  0.33
H: -1.45 1.55 6.02  0.30
H: 5.13 -2.49 -3.12  0.15
H: 3.66 -1.14 -1.65  0.22
H: 0.96 7.05 2.54  0.31
H: 0.09 -2.64 3.20  0.11
H: -1.15 -2.91 4.45  0.36
H: -5.43 4.66 2.10  0.29
H: 1.99 -3.84 -5.72  0.30
H: 2.32 -2.54 -4.65  0.14
H: 0.17 0.04 2.53  0.14
H: 3.49 -4.54 -4.37  0.27
H: -2.23 -5.62 -2.92  0.32
H: 6.66 -3.17 -2.27  0.36
H: -4.37 3.38 0.11  -0.13
H: -0.85 2.96 -1.69  0.19
H: 3.01 -2.47 -6.23  0.27
H: -1.38 -0.93 -1.08  -0.01
H: 3.82 1.13 -1.63  0.46
H: 2.09 2.75 0.81  0.25
H: -2.69 -3.06 -2.33  0.43
H: -3.79 0.04 2.10  0.05
H: 2.24 1.06 0.57  -0.47
H: 2.93 0.99 2.69  0.26
H: 1.22 5.98 -0.34  0.18
H: -2.49 3.08 -2.36  -0.14
H: -4.21 -2.39 -0.06  0.16
H: 3.12 1.31 -4.12  0.35
H: 2.57 6.85 1.70  0.37
H: -5.21 -3.65 0.61  0.36
H: -5.91 3.70 -0.65  0.23
H: -3.87 1.63 1.33  -0.10
H: 5.75 -2.50 -0.11  0.31
H: 0.01 0.80 6.33  0.26
H: 4.40 0.91 1.81  0.27
H: 0.38 -4.25 1.36  -0.04
H: -1.39 0.72 0.82  -0.21
H: -3.32 1.02 -1.65  0.05
H: 1.30 -5.69 0.86  0.45
H: -4.95 -2.27 1.52  0.35
H: -5.00 5.06 -0.11  0.33
H: 0.81 -4.61 -0.38  -0.16
H: -1.35 1.26 4.04  0.43
H: 5.76 -1.06 -1.07  0.32
H: 3.78 3.04 -0.49  0.28
H: -2.24 2.78 -0.62  -0.45
H: 4.10 -4.04 -1.56  0.32
H: -4.88 1.27 2.71  0.37
H: 0.54 7.60 0.06  0.34
H: 1.16 -4.51 3.90  0.33
H: -3.78 -3.94 2.35  0.27
H: 0.32 -1.25 -0.75  0.24
H: -3.94 2.24 -3.41  0.36
H: 1.65 0.55 -3.24  0.22
H: -1.25 5.08 -1.16  0.29
H: -3.02 0.20 -3.13  0.32
H: 0.03 2.49 5.73  0.25
H: -2.53 -3.71 -0.41  0.04
H: 2.41 -3.14 0.36  0.24

Entry 2:
C25H40IrNO3P3 as an isolated structure, computed with wB97M-V/def2-TZVPD.

Calculated values
Orbital gap (spin up / spin down) in eV: 6.99 / 5.45
Net charge: +1
LUMO (spin up / spin down) in eV: -2.038 / -5.515
2S+1: 5
⟨S²⟩: 6.0338

Last column: Mulliken charge in e.
Atoms and positions in Å:
Ir: -0.12 0.33 0.13  0.74
P: 0.82 -1.45 1.42  0.46
P: -2.11 0.89 1.01  1.03
P: 1.55 1.68 0.81  0.41
O: -0.40 -1.28 2.77  -0.60
O: 1.91 -2.09 2.50  -0.45
O: 2.07 -1.64 0.12  -0.15
N: -0.50 1.40 -1.59  0.27
C: 2.49 3.32 -3.82  -0.92
C: 1.55 2.50 -4.44  -0.94
C: 3.24 1.19 0.36  -1.34
C: -0.47 0.97 -4.29  -1.16
C: 1.22 -4.51 2.70  -1.16
C: 2.41 3.56 -2.44  -0.90
C: 1.43 2.95 -1.66  0.87
C: -3.00 1.06 -4.27  -0.92
C: 1.56 2.15 2.56  -1.16
C: -1.32 -2.38 2.99  -0.44
C: 1.80 -3.29 3.36  -0.45
C: -2.97 1.64 -1.52  0.72
C: -3.49 -0.30 1.14  -1.56
C: 3.49 -3.65 0.25  -0.98
C: -1.62 -3.16 1.74  -1.10
C: 0.56 1.87 -3.68  0.55
C: -2.95 2.12 -0.09  -1.18
C: -1.98 1.65 2.64  -1.32
C: -4.18 1.51 -2.21  -0.88
C: 1.31 3.23 -0.18  -1.27
C: 0.52 2.06 -2.29  0.48
C: 2.43 -2.89 -0.49  -0.39
C: -1.78 1.13 -3.60  0.58
C: -1.76 1.37 -2.21  0.50
C: -4.20 1.22 -3.57  -0.94
H: -1.89 -2.46 0.94  0.22
H: -2.98 1.80 3.07  0.51
H: 3.89 2.08 0.42  0.57
H: 4.40 -3.03 0.32  0.28
H: 0.68 2.75 2.81  0.33
H: -2.46 -3.83 1.91  0.37
H: 1.53 -3.51 -0.65  0.28
H: 1.58 2.32 -5.51  0.44
H: -2.99 0.88 -5.34  0.45
H: -1.48 2.63 2.56  0.32
H: 1.76 -5.38 3.12  0.34
H: 3.18 -3.94 1.25  0.09
H: 2.84 -3.50 3.65  0.46
H: -0.13 -0.08 -4.18  0.29
H: -3.63 -0.82 0.18  0.36
H: -5.11 1.65 -1.66  0.43
H: -2.44 3.09 0.03  0.38
H: -0.88 -3.02 3.77  0.33
H: -1.39 0.98 3.28  0.28
H: 3.59 0.41 1.05  0.36
H: -2.25 -1.95 3.40  0.49
H: -0.58 1.19 -5.35  0.53
H: 2.47 2.73 2.77  0.51
H: 3.13 4.22 -1.96  0.44
H: 2.08 3.94 0.13  0.62
H: 0.32 3.63 0.07  0.23
H: 2.81 -2.61 -1.47  0.35
H: -0.76 -3.77 1.45  0.31
H: 3.73 -4.56 -0.31  0.38
H: 1.57 1.23 3.16  0.22
H: 3.27 3.79 -4.41  0.40
H: -3.31 -1.04 1.93  0.31
H: -4.42 0.25 1.37  0.52
H: 0.19 -4.66 3.01  0.37
H: 1.25 -3.01 4.27  0.35
H: 1.32 -4.55 1.61  0.32
H: -0.53 -1.16 -0.36  -0.11
H: 3.25 0.81 -0.66  0.31
H: -5.15 1.13 -4.09  0.40
H: -3.98 2.23 0.27  0.52

Entry 3:
C4H8N3 as an isolated structure, computed with wB97M-V/def2-TZVPD.

Calculated values
Orbital gap in eV: 10.12
Net charge: +1
LUMO in eV: -4.462
Energy above the lowest of the compared OMol25 structures with the same formula, charge and spin in kJ/mol: 367.8

Last column: natural (NBO) charge in e.
Atoms and positions in Å:
N: 2.09 1.08 -0.78  -0.81
N: -0.58 0.67 -0.34  -0.41
N: 2.65 -1.03 0.24  -0.64
C: -1.24 0.41 0.93  -0.23
C: -1.11 -0.34 -0.93  0.30
C: 2.44 0.06 -0.19  0.67
C: -1.91 -0.79 0.27  -0.46
H: -0.75 0.42 1.87  0.25
H: 2.84 -1.33 1.12  0.42
H: -1.05 -0.58 -2.00  0.25
H: 2.85 1.59 -1.17  0.43
H: -1.63 -1.81 0.42  0.27
H: 0.33 1.11 -0.47  0.47
H: -2.97 -0.70 -0.02  0.27
H: -1.96 1.25 1.05  0.24

Entry 4:
C25H27F3N3O4SbZr as an isolated structure, computed with wB97M-V/def2-TZVPD.

Calculated values
Orbital gap in eV: 4.18
Net charge: +4
LUMO in eV: -13.987

Last column: natural (NBO) charge in e.
Atoms and positions in Å:
Sb: 0.12 2.36 -1.65  1.28
Zr: -0.61 -0.49 1.02  2.28
F: -3.47 4.24 -6.29  -0.27
F: -0.03 -3.86 -2.21  -0.28
F: -3.86 -0.40 2.44  -0.26
O: 1.03 0.87 1.78  -0.74
O: -1.63 -4.49 1.88  -0.39
O: 1.27 -1.27 1.85  -0.72
O: -1.27 -2.45 0.94  -0.80
N: -1.16 -1.33 3.28  -0.67
N: -1.34 -2.73 3.17  -0.43
N: 3.53 1.40 3.03  -0.51
C: 0.83 -1.97 -1.16  -0.28
C: -0.45 -1.78 -3.21  -0.19
C: 4.99 1.64 2.58  -0.21
C: 3.15 -0.02 2.65  -0.17
C: 0.91 -0.56 -1.11  -0.46
C: -2.32 0.56 -0.67  -0.25
C: 0.29 0.24 -2.09  -0.29
C: -1.74 -5.25 0.61  -0.25
C: -0.66 2.91 -4.50  -0.22
C: -2.72 3.80 -5.29  0.46
C: -2.33 1.31 2.01  -0.31
C: -0.36 -0.39 -3.14  -0.22
C: 4.25 -0.44 1.65  -0.40
C: -2.47 3.35 -2.96  -0.22
C: -1.18 2.88 -3.21  -0.44
C: 1.76 -0.13 2.08  0.83
C: -3.17 -0.11 0.22  -0.29
C: -1.44 3.36 -5.56  -0.24
C: -3.14 0.26 1.56  0.45
C: 0.10 -2.54 -2.19  0.48
C: -1.46 1.60 -0.26  -0.36
C: -1.52 1.99 1.09  -0.23
C: 5.49 0.25 2.22  -0.43
C: -1.42 -3.25 1.94  0.95
C: -3.26 3.81 -4.01  -0.25
H: -0.89 -5.92 0.58  0.25
H: -1.76 -4.57 -0.23  0.21
H: 2.90 2.08 2.59  0.45
H: -0.90 2.80 1.45  0.29
H: -1.99 -0.94 3.74  0.43
H: -0.83 0.20 -3.93  0.27
H: -2.37 1.61 3.06  0.30
H: -3.83 -0.91 -0.11  0.31
H: -0.96 -2.27 -4.03  0.29
H: -1.07 3.39 -6.57  0.27
H: 3.45 1.54 4.04  0.46
H: 5.53 2.12 3.39  0.27
H: 6.30 0.30 1.49  0.29
H: 4.02 -0.07 0.65  0.22
H: -2.34 0.25 -1.71  0.30
H: 4.95 2.31 1.73  0.24
H: 1.66 -0.11 -0.45  0.25
H: 3.21 -0.64 3.54  0.28
H: -2.88 3.38 -1.96  0.21
H: 5.86 -0.28 3.09  0.25
H: -0.37 -1.17 3.91  0.42
H: 1.36 -2.61 -0.46  0.27
H: -2.67 -5.81 0.70  0.26
H: 0.35 2.58 -4.71  0.23
H: -1.53 -3.29 3.99  0.47
H: 4.34 -1.53 1.61  0.28
H: -4.26 4.19 -3.86  0.27

Entry 5:
A 2-piece molecular cluster, C4H10BF4O5S overall, computed with wB97M-V/def2-TZVPD.

Calculated values
Orbital gap in eV: 9.49
Net charge: -1
LUMO in eV: 2.348

Last column: natural (NBO) charge in e.
Atoms and positions in Å:
S: -1.04 -2.12 0.26  1.62
F: -2.52 3.12 -2.04  -0.58
F: -0.63 1.81 -2.20  -0.59
F: -2.67 0.95 -2.83  -0.58
F: -1.66 2.57 -4.12  -0.58
O: -1.58 -2.97 -1.09  -0.85
O: -1.91 0.16 1.04  -0.22
O: -1.67 -0.60 -0.11  -0.40
O: 1.65 0.96 1.15  -0.55
O: -1.74 -2.66 1.46  -0.90
C: -0.70 0.61 1.65  -0.13
C: 2.57 -1.35 1.17  -0.64
C: 0.33 1.30 0.70  -0.13
C: 2.25 -0.05 0.36  -0.07
B: -1.88 2.11 -2.80  1.35
H: 2.69 -1.16 2.25  0.21
H: 1.73 -2.06 1.03  0.20
H: -0.16 -0.18 2.23  0.17
H: 3.48 -1.84 0.78  0.20
H: 3.24 0.36 0.04  0.17
H: 0.16 1.13 -0.39  0.26
H: 1.66 -0.34 -0.53  0.18
H: -1.01 1.36 2.40  0.20
H: -0.83 -3.54 -1.28  0.48
H: 0.23 2.40 0.85  0.19

Entry 6:
A 2-piece molecular cluster, C2H8 overall, computed with wB97M-V/def2-TZVPD.

Calculated values
Orbital gap in eV: 14.36
Net charge: 0
LUMO in eV: 1.019
SMILES string: C.C
Energy above the lowest of the compared OMol25 structures with the same formula, charge and spin in kJ/mol: 1.2

Last column: natural (NBO) charge in e.
Atoms and positions in Å:
C: -1.91 1.24 -1.65  -0.85
C: 1.91 -1.24 1.65  -0.85
H: 1.49 -0.44 2.28  0.21
H: 2.30 -0.81 0.72  0.21
H: 2.72 -1.74 2.20  0.21
H: -1.43 1.69 -0.77  0.21
H: -2.99 1.15 -1.48  0.21
H: -1.73 1.88 -2.53  0.21
H: -1.48 0.24 -1.83  0.21
H: 1.12 -1.97 1.42  0.21